A cluster of 2 separate species, C4H11N2 in total. Source: OMol25; level of theory: ωB97M-V/def2-TZVPD.

Each atom is followed by the atoms it is bonded to, with distances in Å.
Element x y z (Å)
1 C -1.2108 0.5185 -2.2824  C2 1.466, H7 1.107, H8 1.096, H16 1.085
2 C -0.3931 -0.3394 -1.4202  C1 1.466, C3 1.397, H9 1.081
3 C -0.6997 -0.4935 -0.0658  C2 1.397, C4 1.358, H11 1.092
4 C -0.5348 -1.5323 0.7932  C3 1.358, N5 1.410, H12 1.087
5 N -0.9747 -1.4618 2.1308  C4 1.410, H13 1.019, H14 1.013
6 N 2.4519 2.0443 1.2137  H10 1.011, H15 1.004, H17 1.009
7 H -1.6765 -0.0558 -3.1067  C1 1.107
8 H -0.5279 1.0818 -2.9287  C1 1.096
9 H 0.1747 -1.0463 -2.0097  C2 1.081
10 H 2.8153 1.7911 2.1229  N6 1.011
11 H -1.2102 0.3654 0.3757  C3 1.092
12 H -0.0070 -2.4455 0.5293  C4 1.087
13 H -0.1393 -1.5580 2.7061  N5 1.019
14 H -1.6495 -2.1745 2.3817  N5 1.013
15 H 2.5448 1.2913 0.5568  N6 1.004
16 H -1.9066 1.1935 -1.7952  C1 1.085
17 H 2.9433 2.8210 0.7984  N6 1.009

For the energy above the lowest of the compared OMol25 structures with the same formula, charge and spin, the calculation gives 3.5782 eV. Its total charge is +1. Its largest force on an atom is 2.698 eV Å⁻¹. As for the HOMO energy: -12.818 eV. The HOMO-LUMO gap comes out at 5.934 eV. The total energy comes out at -7297.3699 eV.